# 1
C26H24B2F4N10O4V as an isolated structure at a distorted geometry, computed with ωB97M-V with the def2-TZVPD basis set.

For the frontier orbital gap (alpha / beta), the calculation gives 6.3 / 6.1 eV. Its total charge is +2. As for the total energy: -88341.67458 eV. As for the maximum force: 0.0429 hartree/bohr. The LUMO energy (alpha / beta) comes out at -7.90 / -8.01 eV. The multiplicity is 2. Its expectation value of S² is 0.79. The value obtained for the HOMO energy (alpha / beta) is -0.52047 / -0.51892 Ha.

Last column: Löwdin spin population.
CARTESIAN COORDINATES (ANGSTROEM)
V (-1.38862, -0.05848, -0.08882)  0.76
C (1.05699, 2.08258, 3.29700)  0.01
C (0.02462, 1.44825, 2.43132)  0.05
N (-0.46821, 2.28860, 1.47116)  0.02
O (1.01406, 2.22695, -0.44346)  0.00
B (-0.22537, 1.87866, -3.11703)  0.00
F (-1.17356, 2.72418, -2.71239)  0.00
F (0.77883, 2.31951, -3.82493)  0.00
O (-0.34539, 0.54286, -2.86274)  0.00
N (-1.42006, 0.14759, -2.06366)  0.03
C (-2.51644, -0.16066, -2.68203)  0.01
C (-2.71157, -0.17309, -4.15231)  0.00
C (-3.57151, -0.56222, -1.75520)  0.08
N (-3.22027, -0.45173, -0.50349)  -0.04
O (-4.08503, -0.95014, 0.38870)  -0.03
B (-3.72336, -0.69594, 1.82492)  0.00
F (-3.68470, 0.68841, 2.00874)  0.00
F (-4.55713, -1.36635, 2.62214)  0.00
O (-2.26631, -1.21645, 2.08207)  0.01
N (-1.38681, -0.25800, 1.72965)  0.03
C (-0.59343, 0.23647, 2.70264)  0.01
C (-0.46365, -0.47232, 4.01638)  0.00
C (-4.90851, -1.07048, -2.15626)  0.01
H (1.51180, 2.93395, 2.79193)  0.00
H (1.82532, 1.36861, 3.58825)  0.00
H (0.58917, 2.46426, 4.20889)  0.00
H (-1.82947, 0.17852, -4.67726)  0.00
H (-3.56657, 0.44749, -4.42606)  0.00
H (-2.93138, -1.19232, -4.47785)  0.00
H (-1.45489, -0.77061, 4.35625)  0.00
H (-0.00072, 0.15792, 4.76868)  0.00
H (0.12376, -1.38545, 3.90024)  0.00
H (-4.99677, -1.20269, -3.22936)  0.00
H (-5.67298, -0.36764, -1.81437)  0.01
H (-5.12118, -2.01059, -1.64500)  0.00
C (-2.41249, 4.17420, 0.51500)  0.00
C (-2.51795, 2.84358, 0.41799)  0.01
N (-1.34817, 2.01330, 0.35612)  0.01
C (-0.05153, 2.78257, 0.22081)  0.00
C (-0.17197, 4.23956, -0.03804)  0.00
N (-1.24555, 4.86475, 0.20560)  0.00
C (1.50246, 0.96277, -0.25856)  0.00
C (2.88286, 0.86297, -0.31000)  0.00
C (3.46676, -0.39471, -0.31982)  0.00
C (2.60635, -1.49706, -0.25060)  0.00
C (1.24479, -1.31112, -0.14899)  0.00
N (0.67664, -0.07637, -0.14968)  0.00
C (0.30074, -2.42902, -0.02348)  0.00
C (0.68504, -3.73067, 0.28698)  0.00
N (-0.19837, -4.70486, 0.43783)  0.00
C (-1.47664, -4.40785, 0.27042)  0.00
C (-1.88639, -3.11335, -0.03238)  0.00
N (-1.00434, -2.12418, -0.16711)  0.00
C (4.92785, -0.57634, -0.35851)  0.00
C (5.75548, 0.28447, 0.35733)  0.00
C (7.12220, 0.03561, 0.37330)  0.00
N (7.65713, -0.97911, -0.28574)  0.00
C (6.88761, -1.78982, -0.99357)  0.00
C (5.50784, -1.63292, -1.05400)  0.00
H (-3.27543, 4.80031, 0.69214)  0.00
H (-3.46599, 2.33156, 0.43072)  0.00
H (0.67190, 4.74587, -0.49661)  0.00
H (3.45782, 1.77497, -0.38700)  0.00
H (3.02304, -2.49298, -0.25968)  0.00
H (1.72163, -3.99753, 0.44748)  0.00
H (-2.19424, -5.20754, 0.40111)  0.00
H (-2.93906, -2.89031, -0.12342)  0.00
H (5.35130, 1.11690, 0.91984)  0.00
H (7.80057, 0.65991, 0.94206)  0.00
H (7.38315, -2.59848, -1.51686)  0.00
H (4.91429, -2.30872, -1.65742)  0.00

# 2
C26H24CoN4O4S3 as an isolated structure, computed with ωB97M-V with the def2-TZVPD basis set.

For the frontier orbital gap, the calculation gives 7.0 eV. Its total charge is +1. As for the total energy: -111630.95427 eV. As for the maximum force: 0.0102 hartree/bohr. The LUMO energy comes out at -4.51 eV. The value obtained for the HOMO energy is -0.42281 Ha.

Last column: Mulliken charge in e.
CARTESIAN COORDINATES (ANGSTROEM)
Co (-1.11827, -0.47401, 0.19085)  -1.03
O (-2.64078, 2.90013, 1.48280)  -0.59
C (-2.17152, 1.98871, 0.86656)  0.00
N (-2.00901, 0.66558, 1.28670)  0.54
C (-2.31586, 0.21879, 2.56594)  -0.04
O (-2.67686, 0.85864, 3.51161)  -0.59
C (-2.15814, -1.27666, 2.61400)  0.59
C (-2.55616, -1.99267, 3.71514)  -0.66
C (-2.48383, -3.37942, 3.66214)  -0.40
C (-2.01346, -3.97184, 2.50129)  -0.88
C (-1.60988, -3.17624, 1.44660)  0.11
N (-1.67930, -1.84328, 1.49189)  0.52
C (-1.69302, 2.11694, -0.54311)  0.63
C (-1.85277, 3.28182, -1.24765)  -0.75
C (-1.38972, 3.32907, -2.55587)  -0.47
C (-0.78268, 2.20584, -3.08993)  -1.34
C (-0.65648, 1.06946, -2.31107)  0.10
N (-1.11808, 1.01518, -1.05849)  0.37
H (-2.92418, -1.45066, 4.57493)  0.56
H (-2.79328, -3.98271, 4.50457)  0.46
H (-1.94163, -5.04558, 2.40728)  0.47
H (-1.20024, -3.60975, 0.54847)  0.40
H (-2.32633, 4.12048, -0.75741)  0.58
H (-1.49462, 4.23108, -3.14390)  0.45
H (-0.39474, 2.19396, -4.09874)  0.53
H (-0.13424, 0.20782, -2.68617)  0.53
C (2.26330, -1.67766, -4.66326)  -0.61
C (3.09901, -0.70688, -3.83021)  -0.86
S (2.48214, -0.31348, -2.18110)  0.05
C (2.51589, -1.91602, -1.37182)  -0.47
C (1.30984, -2.83976, -1.53197)  -1.28
S (-0.36692, -2.14944, -1.35024)  0.28
C (-1.23410, -2.22564, -2.96602)  -0.90
C (-0.44438, -2.50569, -4.23897)  -0.94
S (0.54508, -1.13779, -4.89691)  -0.05
H (2.26432, -2.67479, -4.22826)  0.29
H (2.71663, -1.77004, -5.65033)  0.49
H (3.16355, 0.26107, -4.32990)  0.43
H (4.11934, -1.08774, -3.75048)  0.43
H (2.68784, -1.70248, -0.31825)  -0.17
H (3.39559, -2.47196, -1.70592)  0.72
H (1.36701, -3.62503, -0.78128)  0.52
H (1.29799, -3.31446, -2.50711)  0.79
H (-1.77061, -1.28123, -3.06627)  0.43
H (-1.97879, -3.01242, -2.84786)  0.53
H (-1.18970, -2.73392, -5.00227)  0.49
H (0.17061, -3.39991, -4.15815)  0.51
O (1.11816, -2.40752, 1.37502)  -0.60
C (1.32688, -1.21807, 1.50087)  -0.85
N (0.53456, -0.20480, 0.98642)  1.36
C (1.09492, 1.05260, 1.27039)  0.27
O (0.62769, 2.12153, 0.96739)  -0.62
C (2.36890, 0.79377, 2.00210)  -0.05
C (3.31106, 1.67473, 2.48866)  -0.52
C (4.40047, 1.12243, 3.15705)  -0.56
C (4.52738, -0.25529, 3.32135)  -0.62
C (3.56945, -1.13412, 2.82256)  -0.45
C (2.49475, -0.57361, 2.16526)  0.92
H (3.20092, 2.74278, 2.35925)  0.54
H (5.16460, 1.77340, 3.56057)  0.43
H (5.38721, -0.64665, 3.84857)  0.43
H (3.65899, -2.20516, 2.94560)  0.55

# 3
C26H24CoN4O4S3 as an isolated structure, computed with ωB97M-V with the def2-TZVPD basis set.

For the frontier orbital gap (alpha / beta), the calculation gives 8.4 / 4.5 eV. Its total charge is +1. The energy relative to the best compared isomer or geometry (same formula, charge and spin) comes out at 0.000 eV. As for the total energy: -111629.89097 eV. As for the maximum force: 0.0093 hartree/bohr. The LUMO energy (alpha / beta) comes out at -2.79 / -6.64 eV. The multiplicity is 5. Its expectation value of S² is 6.02. The value obtained for the HOMO energy (alpha / beta) is -0.41033 / -0.40945 Ha.

Last column: Löwdin spin population.
CARTESIAN COORDINATES (ANGSTROEM)
Co (-1.27228, 0.38950, 0.43871)  2.71
O (-3.33645, 3.64899, 1.73916)  0.01
C (-2.80079, 2.74062, 1.15237)  0.01
N (-2.45295, 1.49798, 1.57782)  0.07
C (-2.74666, 1.00107, 2.81884)  0.01
O (-3.12197, 1.58822, 3.80316)  0.01
C (-2.57561, -0.50990, 2.84800)  0.00
C (-2.84741, -1.19601, 4.01667)  0.00
C (-2.74605, -2.57610, 4.01857)  0.00
C (-2.38088, -3.21902, 2.84790)  0.00
C (-2.10908, -2.45497, 1.72742)  0.00
N (-2.20258, -1.12700, 1.71543)  0.04
C (-2.47398, 2.89745, -0.33032)  0.00
C (-2.81260, 4.06398, -0.99522)  0.00
C (-2.52066, 4.17504, -2.34089)  0.00
C (-1.88669, 3.11748, -2.98234)  0.00
C (-1.57753, 1.99390, -2.24414)  0.01
N (-1.87280, 1.87415, -0.94954)  0.03
H (-3.14010, -0.62729, 4.88743)  0.00
H (-2.95091, -3.14125, 4.91740)  0.00
H (-2.29151, -4.29401, 2.79895)  0.00
H (-1.80481, -2.92496, 0.80257)  0.00
H (-3.29480, 4.84865, -0.43015)  0.00
H (-2.77757, 5.07268, -2.88629)  0.00
H (-1.63165, 3.16659, -4.03077)  0.00
H (-1.05952, 1.15345, -2.68817)  0.00
C (2.24475, -1.04270, -4.45982)  0.02
C (3.07573, -0.21291, -3.48020)  0.02
S (2.01333, 0.15113, -2.05008)  0.48
C (1.97462, -1.42721, -1.15370)  0.04
C (0.81928, -2.37430, -1.48357)  0.02
S (-0.82083, -1.60157, -1.39168)  0.02
C (-1.51179, -1.71453, -3.07472)  0.01
C (-0.55324, -1.72863, -4.25853)  0.04
S (0.57466, -0.31336, -4.33850)  0.35
H (2.18858, -2.08775, -4.16142)  0.00
H (2.60684, -0.99259, -5.48544)  0.00
H (3.32517, 0.76342, -3.89629)  0.00
H (4.00153, -0.69329, -3.17118)  0.00
H (1.89421, -1.11425, -0.11462)  0.00
H (2.93762, -1.91823, -1.30189)  0.00
H (0.83806, -3.18687, -0.75685)  0.00
H (0.93829, -2.82634, -2.46590)  0.00
H (-2.19732, -0.86899, -3.14096)  0.00
H (-2.11357, -2.62140, -3.15046)  0.00
H (-1.14901, -1.69850, -5.17308)  0.01
H (0.04281, -2.63879, -4.29627)  0.00
O (0.86341, -1.99706, 2.27533)  0.00
C (1.17089, -0.83518, 2.12119)  0.01
N (0.54094, 0.06010, 1.26913)  0.04
C (1.24740, 1.24002, 1.23070)  0.01
O (0.95516, 2.16433, 0.48835)  0.01
C (2.39425, 1.14557, 2.17896)  0.00
C (3.37734, 2.04974, 2.52316)  0.00
C (4.32448, 1.62961, 3.45313)  0.00
C (4.27830, 0.35038, 4.00353)  0.00
C (3.28337, -0.55542, 3.64545)  0.00
C (2.34663, -0.12696, 2.72805)  0.00
H (3.40082, 3.04346, 2.09807)  0.00
H (5.10862, 2.30816, 3.75987)  0.00
H (5.02876, 0.05962, 4.72594)  0.00
H (3.23774, -1.54798, 4.07171)  0.00

| no. | molar mass (Da) |
| --- | --- |
| 1 | 689.10 |
| 2 | 611.64 |
| 3 | 611.64 |